C61H107Br2NO9 | the ωB97M-V functional and the def2-TZVPD basis

As for the LUMO energy: -1.2 eV. The HOMO energy is -7.65 eV. The frontier orbital gap is 6.43 eV.

Structure (ORCA input):
```
! RIJCOSX wB97M-V def2-TZVPD def2/J DEFGRID3
* xyz 0 1
Br 7.46 -4.41 2.14
Br 6.43 -5.17 4.98
O 3.44 -6.38 0.51
O -1.16 -7.80 -8.57
O 0.48 7.84 1.60
O -0.71 -12.72 -4.36
O -1.40 11.90 -1.77
O -5.56 13.04 1.38
O 3.58 -6.78 -5.95
O 0.51 -1.74 0.27
O 6.04 2.05 3.98
N -1.02 3.88 6.02
C -1.03 6.27 5.75
C -0.60 -7.32 -9.78
C -2.88 -1.95 4.66
C -4.99 15.10 2.59
C -1.00 -9.19 -8.31
C 8.39 1.66 3.37
C -5.04 -2.78 1.40
C 0.48 -6.29 -2.59
C 1.78 -5.13 -0.66
C -0.94 5.64 4.37
C 2.82 7.42 0.98
C 2.96 -5.27 0.38
C -1.07 2.53 6.64
C 6.23 3.32 4.57
C -1.21 -2.76 -1.90
C -5.42 12.15 2.48
C -0.39 -11.27 -2.40
C 4.89 -2.72 2.78
C 4.58 -3.95 2.01
C 2.82 -1.60 1.86
C 1.69 -13.12 -4.74
C 6.10 4.48 3.60
C 2.82 -5.92 -5.06
C -3.30 -0.63 5.43
C -2.04 0.14 6.03
C 4.02 -1.51 2.71
C -0.21 -3.95 -1.76
C -6.70 11.96 3.27
C 1.19 -2.75 0.18
C 5.32 -5.96 3.51
C 1.56 -6.26 -1.58
C 0.45 -12.30 -5.06
C 6.93 1.70 2.93
C 0.37 -7.57 -3.47
C -4.23 -1.82 2.39
C 3.84 -5.85 4.01
C -2.34 1.70 6.23
C -1.07 5.13 6.68
C -2.64 12.15 -1.13
C 0.45 -9.63 -8.22
C -1.17 -7.97 -11.02
C -0.64 -12.67 -2.95
C 1.28 -5.99 -5.43
C -2.12 12.48 -4.04
C 3.36 -4.01 1.17
C 2.48 -2.81 1.08
C 0.59 10.28 1.25
C -0.92 4.21 4.66
C -4.08 -2.56 3.80
C -0.41 -5.12 -2.66
C 1.37 7.48 0.55
C -3.64 -3.10 -0.84
C 0.90 -3.94 -0.75
C -3.56 10.95 -1.08
C -1.46 11.48 -3.12
C 5.59 -5.13 2.14
C -5.96 14.36 1.68
C 0.70 9.10 2.21
C -2.16 -2.55 -0.65
C 0.58 -7.34 -5.03
C -4.09 -3.74 0.57
H 0.51 -10.69 -7.97
H 5.12 4.46 3.11
H 1.51 -14.18 -4.95
H -3.06 10.11 -0.57
H -1.87 -2.98 -2.79
H -2.41 12.46 -0.11
H 5.78 -2.63 3.45
H -4.91 14.62 3.57
H -7.50 11.60 2.62
H 1.67 9.11 2.73
H 0.11 -13.37 -2.57
H 3.15 -4.87 -5.32
H 0.72 -5.08 -5.08
H 1.10 -8.37 -3.15
H -4.74 -0.82 2.50
H 8.74 2.64 3.69
H -1.95 -1.81 4.04
H 5.57 -5.87 1.29
H -5.76 -2.19 0.76
H -0.42 11.33 -3.44
H -1.78 -0.26 7.05
H 6.64 0.70 2.60
H -4.60 12.49 3.13
H -3.78 -3.63 3.57
H -6.97 14.37 2.09
H -1.61 -13.02 -2.58
H 5.61 -7.04 3.40
H -0.65 -8.03 -3.32
H -3.91 -0.95 6.33
H -2.76 2.07 5.25
H -1.60 13.45 -3.99
H -1.94 10.50 -3.19
H 6.79 2.36 2.07
H -0.39 10.28 0.77
H 0.57 -10.87 -2.73
H -5.11 11.19 2.06
H -7.04 12.89 3.73
H -1.06 2.70 7.76
H -4.47 11.19 -0.54
H 2.94 6.71 1.81
H 8.52 0.97 4.20
H -1.16 -10.58 -2.75
H -3.16 12.66 -3.78
H -1.13 5.32 7.77
H 1.24 8.16 -0.30
H -2.65 -2.72 5.45
H -0.39 -11.28 -1.31
H -4.66 -4.69 0.38
H 3.45 7.09 0.15
H 2.16 -0.69 1.84
H -0.06 9.21 2.99
H 6.21 5.43 4.12
H -3.84 10.61 -2.08
H -0.87 6.13 3.37
H -3.15 1.88 6.99
H -0.85 3.48 3.82
H 3.08 -6.25 3.27
H 1.24 -8.17 -5.42
H -0.38 -7.41 -5.64
H 4.33 -6.29 -6.33
H 1.35 10.23 0.46
H 9.02 1.34 2.54
H -3.22 -3.99 1.23
H 0.72 11.22 1.79
H -5.04 -2.56 4.38
H -0.74 -7.53 -11.92
H -3.20 -1.63 1.99
H -4.35 -2.23 -0.99
H -0.97 -9.05 -11.05
H 2.26 -7.13 -1.48
H 1.05 6.50 0.21
H -2.26 -7.85 -11.06
H -0.66 -1.81 -2.17
H 7.20 3.36 5.09
H 1.97 -13.03 -3.69
H -2.09 12.13 -5.07
H 3.71 -6.50 4.93
H -1.12 0.02 5.38
H 0.22 -12.41 -6.13
H -1.24 -5.11 -3.41
H 1.24 -5.93 -6.57
H 5.47 3.42 5.35
H 0.97 -9.06 -7.45
H 2.98 -6.18 -3.98
H -3.99 15.12 2.15
H -1.07 7.35 5.99
H -5.33 16.13 2.75
H -1.63 -2.95 0.25
H 0.49 -7.41 -9.76
H -3.14 13.01 -1.60
H 3.54 -4.82 4.34
H 3.19 8.38 1.32
H -6.02 14.89 0.72
H -1.54 -9.78 -9.06
H -6.54 11.24 4.08
H -1.49 -9.38 -7.35
H -3.89 0.08 4.79
H -2.24 -1.43 -0.49
H -5.69 -3.42 2.09
H 6.85 4.44 2.81
H -3.75 -3.84 -1.68
H 0.98 -9.47 -9.16
H -0.10 2.01 6.41
H -0.81 -6.25 -9.82
H 2.53 -12.78 -5.34
H 4.23 -0.57 3.28
H 0.63 -11.23 -4.90
*
```